DFT (wB97M-V/def2-TZVPD) results for an isolated molecule of C4H8O2.

Last column: natural (NBO) charge in e.
Positions of all 14 atoms, in Å:
C1 -1.951 0.398 -0.279  -0.638
C2 -0.583 0.888 0.111  0.073
O1 -0.009 0.413 1.324  -0.511
C3 0.657 0.103 0.094  0.024
C4 0.781 -1.381 -0.138  -0.088
O2 1.581 -1.924 0.892  -0.708
H1 -2.053 -0.685 -0.181  0.216
H2 -2.161 0.680 -1.317  0.219
H3 -2.709 0.870 0.355  0.222
H4 -0.453 1.967 -0.009  0.181
H5 1.595 0.646 -0.041  0.186
H6 1.296 -1.591 -1.081  0.186
H7 -0.206 -1.864 -0.174  0.164
H8 1.231 -1.560 1.717  0.474

HOMO energy	-10.28	eV
charge	0
frontier orbital gap	0.417	Eh
E	-8371.32295	eV
relative energy (zero: lowest compared OMol25 entry of this formula, charge and spin)	1.9588	eV
SMILES	C[C@H]1O[C@H]1CO